C32H93N15O11 | wB97M-V/def2-TZVPD

Values from the calculation:
charge = 0
HOMO level = -9.003 eV
relative energy (zero: lowest compared OMol25 entry of this formula, charge and spin) = 179.1 kcal/mol

Structure (XYZ):
```
151
Properties=species:S:1:pos:R:3:forces:R:3:lowdin_charge:R:1
H 28.4925 -11.5367 1.6903 0.2288 -0.0077 -0.0213 0.07
H 25.4549 -20.7852 -5.5283 -0.1559 -0.3623 -0.2680 0.14
C 26.1647 -8.6587 -10.2604 -1.3794 -0.1142 0.5336 -0.46
N 21.4802 -8.9122 -2.4014 -0.4603 6.3054 1.0605 0.17
C 16.2660 -8.9633 5.3049 0.8315 0.5247 0.1870 -0.20
C 26.6775 -11.5682 2.5594 -0.1642 -1.3088 0.7170 -0.40
N 21.1402 -10.8325 -1.5306 -1.6661 -3.3379 3.8013 0.17
H 27.1322 -3.4051 -5.5743 0.5480 0.5145 -0.2952 0.11
C 17.5483 -7.2959 4.0027 0.8181 2.4956 0.1344 -0.09
H 26.0055 -11.8168 -4.8396 0.5432 0.1497 0.5325 0.09
H 27.7676 -3.0469 -3.9388 0.4163 0.0226 0.0399 0.12
H 21.2603 -11.8353 -1.5301 -0.2566 0.3020 0.0278 0.13
N 11.8626 -13.3365 -9.6283 -1.2746 0.4124 -0.2984 0.03
H 24.2689 -17.1957 -3.0441 0.2222 -0.1854 0.4656 0.08
H 25.2743 -8.7527 -8.4772 -0.2505 0.0516 0.3771 0.06
H 18.2704 -7.0002 3.2417 -0.0915 -0.6636 -0.5024 0.08
H 13.9566 -14.5522 -8.9277 -0.0616 -0.2532 -0.0753 0.13
H 14.2260 -15.0393 0.7638 -0.0914 -0.3788 -0.5284 0.10
H 16.7390 -13.1937 -6.9019 -0.2764 0.2047 0.1737 0.09
H 24.9512 -13.2508 -5.7033 -0.0753 -0.7963 -0.3103 0.12
N 26.7951 -12.4214 -4.6633 0.7385 0.8305 0.5625 0.13
H 25.1859 -13.0026 2.0741 -0.0932 -0.5440 -0.0722 0.07
H 24.4895 -7.4660 -11.0403 -0.1600 -0.6897 0.2353 0.08
C 25.4591 -7.3562 -10.5546 -0.3384 0.6700 -1.3937 -0.08
H 13.3140 -13.8485 -7.4138 -0.6846 -0.3089 -0.0516 0.13
H 22.7884 -18.0060 -2.4189 0.0021 -0.0768 0.0494 0.09
H 15.6958 -3.5422 -9.2646 -0.1057 -0.4050 0.6060 0.08
O 16.5329 -5.4338 -8.9411 -0.7536 0.8122 -0.3461 -0.18
C 16.8583 -6.7036 -9.4415 0.8670 -0.8564 0.2272 -0.22
H 25.9846 -18.6635 -6.6211 0.2118 0.0180 0.1334 0.08
H 24.3255 -18.3525 -6.9473 -0.2464 -0.2359 -0.3946 0.08
H 21.8510 -13.9093 6.8191 0.0500 0.1763 -0.1306 0.12
H 26.1686 -9.2756 -11.1590 0.3559 0.0412 -0.0834 0.14
N 23.3506 -20.7011 -6.1346 1.2931 0.0682 -0.0865 0.04
H 25.6477 -8.8727 2.4104 -0.0935 -0.2500 -0.1282 0.08
H 25.2312 -19.7089 -7.7818 -0.4213 0.1660 -0.1105 0.08
H 16.0514 -7.3946 -9.6852 -0.8731 0.4001 0.1430 0.12
H 12.1992 -10.5879 -8.9824 -0.0909 -0.1621 -0.1806 0.07
H 17.9346 -6.6804 4.8151 -0.0281 -0.3437 0.6635 0.08
H 24.8718 -4.6829 -2.3180 -0.2492 0.1699 -0.3050 0.07
C 23.2555 -17.5226 -3.2770 0.9902 0.1075 -0.2999 -0.11
H 19.4325 -6.1360 -8.9769 0.3577 -0.5200 -0.2669 0.08
H 25.2406 -6.7238 -9.6941 0.4956 -0.0154 0.2004 0.08
H 18.7182 -5.7985 -7.4894 0.1987 0.0313 0.3664 0.07
H 29.0829 -9.4117 -7.7068 0.4968 0.0499 0.3286 0.08
C 25.8640 -4.8150 -2.7495 -0.1019 0.0393 1.3680 -0.08
H 13.6691 -12.4255 -10.0344 0.3182 0.5786 -0.0285 0.14
O 20.6447 -15.5687 5.3491 -1.4941 -4.3108 1.5882 0.09
O 28.2784 -9.6688 -9.5364 -1.6561 1.8603 -0.4792 -0.21
H 23.8583 -8.7370 2.6676 0.0645 -0.4405 -0.1795 0.08
O 24.7617 -10.3096 3.7297 0.3284 -0.7126 -1.0657 -0.21
H 23.2078 -21.4748 -5.5012 -0.3608 -0.0838 0.1522 0.06
H 30.0913 -8.7428 -9.0449 0.0856 0.1069 -0.0312 0.08
H 22.1021 -8.3700 -2.9840 -0.3477 0.1970 0.2575 0.13
C 21.0797 -14.5111 5.1009 -0.2699 1.0022 -0.8107 -0.85
N 25.7162 -5.3969 -5.0791 -1.4379 1.1600 0.0366 0.04
C 25.0458 -19.1654 -6.8553 1.1786 1.0475 -0.7309 -0.09
H 18.4301 -8.9820 4.8344 -0.2193 -0.2747 0.3882 0.14
H 22.2431 -13.0284 5.3814 0.1283 0.1929 0.8121 0.11
H 21.2783 -8.6648 -1.4432 0.3435 1.0760 -0.4811 0.11
H 14.9817 -4.8135 -10.2638 0.0076 -0.2391 0.0108 0.08
H 21.0991 -13.0345 3.6307 0.0574 -0.2457 0.4575 0.11
C 24.6599 -20.0822 -5.7772 -1.8627 0.2615 2.0648 -0.43
O 27.8294 -14.3468 -5.1786 0.7726 -1.2002 -0.2658 0.04
H 15.9769 -14.7461 -7.1399 -0.1181 -0.2187 -0.5417 0.08
H 26.5236 -4.3145 -2.0407 0.2224 0.0732 -0.0324 0.07
H 28.1066 -7.8567 -10.4968 0.1626 0.4758 0.2016 0.12
O 17.2382 -15.2170 0.4674 5.1698 -0.6967 -1.9312 0.08
H 13.5254 -10.9224 -7.8872 0.1660 -0.1625 -0.2087 0.07
H 16.4809 -9.3410 2.7267 -0.1401 0.5034 -0.4087 0.07
C 12.6622 -11.3696 -8.3802 0.2583 -0.6338 -0.0140 -0.04
H 28.5133 -12.2702 3.1310 0.0267 -0.0912 0.1342 0.07
H 15.8230 -9.9365 5.0936 0.4752 -0.7607 0.7986 0.11
C 15.9075 -4.4633 -9.8074 0.6551 -0.3355 0.0952 -0.08
H 15.1573 -13.6376 -6.0908 0.3202 0.1674 0.5045 0.08
H 26.6258 -5.8332 -5.1268 -0.0023 -0.5229 -0.2158 0.05
C 15.8895 -9.3206 7.6455 0.4300 0.9835 -0.6373 -0.10
H 17.3740 -9.3570 -8.9305 -0.4915 0.0255 -0.3399 0.07
H 22.7702 -19.9316 -5.8330 -1.0702 -0.3174 -0.1609 0.05
C 25.9798 -4.2712 -4.1501 1.6225 -1.6764 0.4247 -0.42
N 25.7161 -13.9024 -5.8056 -3.1557 -2.2178 -2.5020 0.17
O 23.3181 -18.3654 -4.4143 0.6818 -0.3746 -1.1014 -0.21
H 24.9562 -8.3774 3.9761 0.2355 0.7760 -0.3164 0.08
N 18.1464 -8.7127 -8.8382 0.0970 -1.3753 -0.8427 0.02
H 11.3778 -12.6238 -10.1547 -0.7155 -0.2847 -0.2905 0.07
C 26.0564 -10.9045 3.8798 0.0310 -0.0489 -1.1158 -0.18
N 25.3111 -9.3526 -9.2889 0.4121 -0.2841 -0.1312 0.04
C 24.4281 -19.3133 -4.4314 0.0668 0.2365 0.8452 -0.18
H 26.3561 -11.0960 1.6310 -0.0879 0.7114 0.3340 0.13
O 15.0317 -13.0416 -8.0176 1.0627 -0.0346 -0.4891 -0.20
H 26.8134 -13.6053 1.5891 -0.0354 0.5247 -0.4054 0.07
H 25.9958 -11.6408 4.6813 -0.3093 -0.2706 -0.1720 0.12
H 24.2187 -19.9784 -3.5936 -0.0381 -0.6977 -0.1505 0.12
H 17.4853 -6.7379 -10.3324 0.0938 0.7398 -0.4382 0.13
H 16.5932 -4.1054 -10.5754 0.1790 -0.4589 -0.3664 0.08
N 28.1294 -11.4811 2.6311 0.2397 0.5651 -0.0972 0.01
H 29.8951 -10.5223 -8.8813 0.4291 0.1872 0.4657 0.09
H 20.6600 -14.6212 3.2055 0.0437 0.2147 -0.0492 0.12
N 21.5970 -13.6185 5.8858 2.2513 2.5675 3.9025 0.16
H 25.6290 -4.8805 -5.9427 -0.2274 -0.5857 -0.8403 0.06
H 17.2064 -10.5259 3.4062 0.4445 -0.2839 0.4113 0.07
O 21.9768 -10.6660 -3.5653 0.6104 -1.3400 -1.8005 0.03
H 18.6299 -9.1127 -8.0468 0.5247 -0.0699 -0.0692 0.07
H 15.4478 -8.3251 4.9714 -0.1172 0.6481 0.1648 0.12
H 26.7591 -10.1646 4.2630 0.2077 0.2464 -0.3035 0.11
C 17.7298 -7.4072 -8.4178 1.3970 0.2473 1.5542 -0.47
H 19.7737 -7.2230 -7.5565 -0.0985 -0.0993 -0.2269 0.08
H 26.3593 -13.6718 3.2291 -0.1373 0.1930 0.3504 0.07
H 25.9874 -6.8112 -11.3369 0.4326 0.4374 0.3305 0.08
H 12.1154 -14.0596 -10.2866 0.0129 -0.1419 -0.1065 0.07
C 16.1931 -15.0389 0.9613 -1.0956 -0.6930 -1.0275 -0.85
H 16.6236 -6.7565 3.7976 -0.4066 -0.5967 -0.4009 0.08
H 26.0260 -5.8885 -2.6516 0.3691 0.0310 -0.3985 0.08
H 27.5486 -12.2227 -4.0208 -0.3945 0.4196 -0.2799 0.10
H 22.7652 -16.5750 -3.4998 -0.5298 -0.3536 -0.3409 0.08
N 17.3537 -9.5505 3.1898 -0.2937 -0.5455 -1.2428 0.03
H 11.9767 -11.6595 -7.5839 -0.2042 0.0016 -0.0360 0.08
N 21.0676 -14.0082 3.8970 -0.7703 0.4391 -5.8060 0.14
H 16.8705 -14.7812 2.7485 -0.4606 0.4307 0.2933 0.12
C 19.0278 -6.6451 -8.1022 -0.9327 1.4541 -0.1042 -0.06
N 16.0364 -14.6586 2.1924 -0.2138 1.4728 3.9313 0.16
H 17.3121 -7.5514 -7.4214 -1.1266 0.6328 0.0016 0.13
H 30.0754 -5.4416 -5.5022 0.1640 0.2335 -0.5105 0.09
H 20.7803 -10.3726 -0.7065 0.0607 -0.4799 -0.1656 0.11
C 17.4789 -8.7338 4.3635 -0.7565 -0.2891 0.5736 -0.45
H 14.8897 -8.8870 7.6264 -0.3876 -0.4350 0.0497 0.08
C 13.7926 -13.6310 -8.3687 1.3815 0.1529 1.5623 -0.23
H 25.3635 -3.3757 -4.2291 -0.3828 -0.2918 -0.4949 0.14
H 29.3639 -3.8845 -6.1791 0.6959 0.0870 -0.2416 0.09
C 29.4279 -9.5489 -8.7316 -0.7441 -0.5629 -0.2565 -0.13
C 24.8182 -9.0151 3.1030 0.0550 -0.1307 1.6487 -0.10
C 29.5604 -4.5019 -5.3026 -0.1741 -0.3540 0.2041 -0.11
C 26.2423 -13.0558 2.3375 -0.5344 0.7576 0.6972 -0.07
C 13.0319 -12.6454 -9.1778 0.6325 0.6309 0.2684 -0.47
C 21.5227 -10.1657 -2.5638 1.7473 -2.7442 -2.7229 -0.86
H 15.0525 -15.6595 -0.6330 0.3407 0.3259 0.3456 0.12
H 27.4286 -7.8048 -8.8119 0.3916 -0.0307 0.2680 0.12
C 26.8465 -13.6523 -5.2579 2.3401 2.4986 2.5241 -0.78
C 15.7707 -13.6863 -6.9905 -0.7135 0.0682 -0.1872 -0.10
H 25.8179 -10.1754 -8.9954 -0.0234 -0.3537 0.1849 0.06
N 15.0883 -15.3139 0.3153 -4.1380 -0.1840 -1.3226 0.16
H 15.9270 -10.3898 7.4369 -0.3390 -0.1446 0.5416 0.09
O 28.3179 -4.9071 -4.8167 -1.8378 0.4766 1.4139 -0.22
H 30.1459 -3.9950 -4.5356 0.0153 0.4412 -0.0462 0.09
H 16.3473 -9.0085 8.5842 -0.0147 -0.5187 0.0820 0.09
O 16.6672 -8.6792 6.6453 -0.1763 -0.3118 -0.8184 -0.19
C 27.5409 -8.3838 -9.7285 1.2860 -1.8320 -0.7243 -0.17
C 27.3753 -3.8221 -4.5970 0.3532 0.1627 -0.1111 -0.19
H 15.1378 -14.3904 2.5674 0.5242 -0.2669 0.2699 0.11
H 25.3834 -18.8744 -4.1437 0.0506 0.8087 -0.0718 0.11
H 25.6787 -14.8313 -6.2006 -0.8326 0.3301 -0.2423 0.13
```
Positions in Å, forces in eV/Å.

=====

C29H40BCl2N6O2S3Ti | wB97M-V/def2-TZVPD

Values from the calculation:
charge = +3
HOMO level = -18.177 eV

Structure (XYZ):
```
84
Properties=species:S:1:pos:R:3:forces:R:3:lowdin_charge:R:1
B 0.2741 0.0419 2.3942 -0.1526 -0.0307 -0.0423 -0.47
C -0.4287 0.2283 -2.8865 -0.0161 -0.0787 -0.0563 -0.72
C -2.5962 2.7453 6.4464 0.0037 -0.0002 0.0070 -0.02
S 1.8862 -0.9668 0.0660 -0.1199 -0.0490 -0.1279 0.82
C -0.1647 -0.7835 -3.9801 -0.0192 0.0161 0.0398 -0.88
H -0.4878 -4.7497 6.0042 0.0005 0.0030 0.0005 0.09
H 2.7482 4.2038 5.6821 0.0016 0.0024 -0.0002 0.10
C 3.6023 2.5561 4.5978 -0.0029 -0.0146 0.0263 -0.54
S -1.7561 -1.2046 0.6056 -0.1514 -0.0596 -0.1939 0.86
H 2.8362 -3.1381 6.4798 0.0019 -0.0026 0.0002 0.10
H 2.3907 4.2512 3.9570 -0.0059 0.0025 0.0042 0.09
H 5.7836 2.5864 4.3662 0.0013 0.0067 0.0020 0.09
S -0.2452 2.0613 0.2282 0.1001 -0.1735 0.0211 0.90
C 2.5186 0.0302 1.3533 -0.0239 0.0481 0.0669 -0.50
H -2.7318 -0.6206 5.6013 0.0028 -0.0038 0.0001 0.08
C -2.4880 0.2506 6.2117 0.0164 0.0186 -0.0127 -0.05
H -3.0683 2.6031 7.4179 -0.0045 0.0040 -0.0018 0.11
C 2.2902 -2.6886 5.6518 -0.0217 -0.0017 -0.0169 -0.05
H -2.9092 4.9214 1.7643 0.0004 -0.0014 0.0049 0.10
O -1.4851 0.1301 -2.1794 0.0707 -0.1543 -0.0346 -0.09
H 2.6152 -4.7649 3.8461 -0.0009 -0.0021 0.0019 0.10
H -3.2164 3.6272 3.7732 0.0112 0.0048 -0.0005 0.15
H -3.0025 0.1469 7.1658 -0.0040 0.0010 0.0003 0.10
H -4.9715 1.3774 6.2475 -0.0032 -0.0006 -0.0006 0.11
H -2.6362 3.9031 0.3450 -0.0059 0.0034 0.0030 0.10
C 2.4921 3.5896 4.8199 0.0008 -0.0112 -0.0108 -0.03
C -2.9424 1.5479 5.5448 0.0134 -0.0109 0.0109 -0.55
H 5.2456 1.5180 2.5948 -0.0017 -0.0048 0.0029 0.14
H 3.9674 2.2124 6.6977 0.0016 -0.0004 0.0019 0.11
H -1.4137 0.2519 6.4036 -0.0099 -0.0029 0.0022 0.08
H -1.2917 4.7830 1.0647 0.0022 -0.0002 0.0064 0.10
H 5.8628 0.2737 0.6439 -0.0018 0.0025 0.0046 0.10
C -1.9263 3.0694 2.1826 -0.0359 0.0496 -0.0097 -0.20
C -2.3817 -4.1192 1.6132 -0.0036 0.0065 0.0000 -0.02
H 5.1052 3.9591 5.2106 0.0001 0.0007 0.0019 0.11
C 3.7043 1.6232 5.8197 0.0012 0.0022 -0.0128 -0.02
H 4.4785 0.8654 5.6818 -0.0040 0.0024 0.0058 0.10
O 0.5527 0.8406 -2.3565 -0.1294 -0.0658 -0.0618 -0.08
H -0.2559 -3.1134 6.6487 -0.0012 -0.0029 0.0007 0.09
C 3.2552 1.6717 3.4156 0.0428 0.0262 -0.0179 -0.15
C -1.0389 2.0496 1.7861 0.0670 -0.0587 0.0552 -0.49
C 4.2175 1.1995 2.4867 -0.0148 0.0049 0.0035 0.14
C -1.3130 -3.3493 2.3198 -0.0160 -0.0395 -0.0043 -0.20
H 1.5324 3.1130 5.0181 -0.0024 0.0016 0.0041 0.07
H 3.0094 -2.4420 4.8685 -0.0035 0.0018 0.0057 0.08
C 1.2391 -3.6813 5.1573 0.0186 -0.0048 0.0024 -0.55
H -3.3430 -3.6084 1.6951 0.0026 0.0018 0.0022 0.11
C 0.2586 -4.0093 6.2965 -0.0028 0.0062 0.0030 -0.01
Ti -0.1622 -0.0746 -0.7002 0.1874 0.5622 0.3535 0.49
C 4.8670 -0.1004 0.4210 -0.0075 -0.0056 0.0056 -0.02
H 4.5852 0.2341 -0.5790 0.0008 0.0079 0.0009 0.10
H -0.7915 -4.8529 3.7233 -0.0018 0.0034 0.0002 0.14
H 4.9020 -1.1913 0.4030 0.0008 0.0021 0.0026 0.10
C 4.9367 3.2743 4.3810 -0.0064 -0.0083 -0.0059 -0.04
C -2.2088 4.2371 1.2924 -0.0167 -0.0113 0.0071 -0.02
C 3.8800 0.3800 1.4354 0.0449 -0.0036 -0.0075 -0.20
H 1.2128 -5.7272 4.3471 0.0033 -0.0028 0.0014 0.09
H -2.4832 -5.1150 2.0370 -0.0007 0.0006 0.0012 0.10
Cl 0.3492 -2.1086 -2.7985 0.0501 -0.0885 -0.0957 0.71
H -2.1535 -4.2151 0.5502 0.0088 -0.0016 0.0029 0.10
H -2.9648 3.6904 6.0447 0.0067 -0.0026 -0.0037 0.09
H -4.8362 2.4175 4.8393 -0.0074 -0.0043 0.0091 0.09
N -0.0269 -1.3923 2.6014 0.1415 0.0735 0.1498 0.01
C -0.9728 -2.0382 1.9258 -0.0634 -0.0022 -0.0073 -0.50
H 1.8335 -1.7644 6.0086 0.0062 -0.0041 0.0002 0.08
C -4.4595 1.4999 5.2938 0.0222 0.0011 -0.0131 -0.02
N -0.7957 1.0430 2.6270 0.0721 0.0911 -0.0558 0.01
C -2.5107 2.8899 3.4116 -0.0245 0.0101 -0.0227 0.13
H -4.7302 0.6574 4.6549 -0.0071 0.0044 0.0007 0.10
H 2.5019 -5.3936 5.4900 -0.0005 -0.0027 -0.0009 0.11
H -1.5196 2.8284 6.6057 -0.0018 -0.0039 0.0007 0.09
C -0.5886 -3.8485 3.3735 0.0059 0.0101 -0.0098 0.13
H 2.7531 1.1236 6.0119 0.0027 0.0042 0.0010 0.08
C -2.2498 1.7479 4.2149 -0.0290 -0.0144 -0.0027 -0.15
Cl -1.5302 -1.2162 -4.9217 -0.0071 0.0019 -0.0138 0.79
C 0.4413 -3.1025 4.0105 -0.0088 -0.0037 -0.0179 -0.15
H 4.9393 3.8663 3.4631 0.0056 -0.0007 0.0019 0.10
C 1.9269 -4.9676 4.6686 -0.0066 0.0137 -0.0019 -0.02
H 0.7101 -0.5492 -4.5776 -0.0042 0.0100 -0.0096 0.10
N 0.7135 -1.8832 3.6062 0.0066 -0.0433 0.0143 0.23
N -1.3946 0.8383 3.8068 0.0105 -0.0399 0.0788 0.23
N 1.6836 0.4823 2.2946 0.0702 -0.0056 -0.0724 0.01
N 1.9963 1.3095 3.2951 -0.0517 0.0125 0.0220 0.23
H 0.8173 -4.4273 7.1332 -0.0028 -0.0016 0.0004 0.11
```
Positions in Å, forces in eV/Å.

=====

no.,LUMO energy (eV)
1,-0.12
2,-10.60